Record 1
{"formula": "C72H92F10N19O20S10", "method": "the ωB97M-V functional and the def2-TZVPD basis", "homo_energy_ev": -19.1921, "homo_lumo_gap_ha": 0.2219, "fmax_ha_per_bohr": 0.3400, "total_charge": 7, "total_energy_ha": -10321.4495, "species": ["C", "C", "N", "C", "C", "N", "C", "C", "H", "H", "H", "H", "H", "H", "H", "H", "H", "H", "H", "C", "C", "N", "C", "C", "N", "C", "C", "H", "H", "H", "H", "H", "H", "H", "H", "H", "H", "H", "C", "N", "C", "C", "C", "C", "C", "C", "C", "C", "N", "C", "C", "C", "H", "H", "H", "H", "H", "H", "H", "H", "H", "H", "H", "H", "H", "H", "C", "N", "C", "C", "C", "C", "C", "C", "C", "C", "N", "C", "C", "C", "H", "H", "H", "H", "H", "H", "H", "H", "H", "H", "H", "H", "H", "H", "C", "N", "C", "C", "C", "C", "C", "C", "C", "C", "N", "C", "C", "C", "H", "H", "H", "H", "H", "H", "H", "H", "H", "H", "H", "H", "H", "H", "C", "N", "C", "C", "C", "C", "C", "C", "C", "C", "N", "C", "C", "C", "H", "H", "H", "H", "H", "H", "H", "H", "H", "H", "H", "H", "H", "H", "C", "N", "C", "C", "C", "C", "C", "C", "C", "C", "N", "C", "C", "C", "H", "H", "H", "H", "H", "H", "H", "H", "H", "H", "H", "H", "H", "H", "N", "S", "O", "O", "F", "S", "O", "O", "F", "N", "S", "O", "O", "F", "S", "O", "O", "F", "N", "S", "O", "O", "F", "S", "O", "O", "F", "N", "S", "O", "O", "F", "S", "O", "O", "F", "N", "S", "O", "O", "F", "S", "O", "O", "F"], "coordinates": [[-2.693, -26.108, 13.347], [-2.136, -24.745, 12.831], [-3.253, -23.955, 12.261], [-3.730, -22.720, 12.760], [-4.741, -22.338, 11.828], [-4.713, -23.264, 10.764], [-3.838, -24.248, 11.059], [-5.526, -23.266, 9.612], [-2.748, -26.215, 14.431], [-1.992, -26.860, 12.984], [-3.550, -26.548, 12.837], [-1.388, -25.061, 12.103], [-1.618, -24.138, 13.574], [-3.448, -22.290, 13.710], [-5.447, -21.521, 11.861], [-3.682, -25.167, 10.514], [-6.062, -24.215, 9.585], [-4.924, -23.207, 8.705], [-6.105, -22.345, 9.543], [-9.711, -14.678, 10.994], [-9.764, -13.792, 12.221], [-8.638, -14.139, 13.095], [-8.644, -14.178, 14.462], [-7.382, -14.676, 14.938], [-6.524, -14.896, 13.894], [-7.337, -14.584, 12.813], [-5.241, -15.537, 13.764], [-8.822, -14.525, 10.383], [-10.584, -14.539, 10.356], [-9.643, -15.752, 11.168], [-10.697, -13.679, 12.772], [-9.431, -12.812, 11.880], [-9.481, -13.953, 15.105], [-6.943, -14.901, 15.899], [-7.011, -14.635, 11.784], [-5.289, -16.197, 12.898], [-4.885, -16.088, 14.634], [-4.499, -14.755, 13.602], [-4.522, -21.655, 4.315], [-3.757, -21.691, 5.553], [-4.222, -21.030, 6.606], [-3.451, -21.024, 7.782], [-2.199, -21.706, 7.830], [-1.773, -22.359, 6.637], [-2.540, -22.277, 5.518], [-1.369, -21.874, 9.055], [-0.439, -22.910, 9.334], [0.209, -23.130, 10.562], [-0.016, -22.234, 11.535], [-0.766, -21.071, 11.352], [-1.493, -20.904, 10.141], [0.733, -22.348, 12.796], [-4.076, -21.033, 3.539], [-5.533, -21.295, 4.507], [-4.612, -22.620, 3.815], [-5.218, -20.633, 6.476], [-3.871, -20.451, 8.595], [-0.801, -22.826, 6.577], [-2.275, -22.614, 4.527], [-0.345, -23.659, 8.562], [0.755, -24.014, 10.860], [-0.786, -20.353, 12.158], [-2.162, -20.058, 10.088], [0.299, -21.729, 13.581], [1.783, -22.169, 12.566], [0.682, -23.363, 13.187], [2.505, -19.105, 13.586], [3.104, -18.506, 14.781], [3.597, -19.314, 15.721], [4.438, -18.793, 16.757], [4.656, -17.443, 16.798], [4.006, -16.587, 15.881], [3.223, -17.166, 14.853], [5.476, -16.924, 17.918], [6.360, -15.874, 17.805], [7.094, -15.273, 18.800], [6.780, -15.724, 20.073], [5.977, -16.779, 20.322], [5.223, -17.333, 19.282], [7.352, -14.938, 21.228], [3.151, -19.911, 13.237], [2.443, -18.358, 12.795], [1.554, -19.510, 13.931], [3.402, -20.376, 15.691], [4.889, -19.511, 17.425], [4.119, -15.513, 15.873], [2.980, -16.567, 13.987], [6.584, -15.635, 16.775], [7.757, -14.431, 18.665], [5.818, -16.958, 21.375], [4.506, -18.125, 19.445], [6.668, -14.168, 21.585], [8.301, -14.515, 20.899], [7.559, -15.608, 22.063], [-7.302, -18.251, 14.771], [-8.706, -18.019, 14.588], [-9.287, -17.212, 15.542], [-10.583, -16.774, 15.296], [-11.318, -17.063, 14.121], [-10.718, -17.995, 13.258], [-9.439, -18.474, 13.529], [-12.634, -16.500, 13.777], [-13.699, -16.413, 14.696], [-14.992, -16.001, 14.240], [-15.142, -15.501, 12.998], [-14.154, -15.475, 12.122], [-12.886, -15.961, 12.504], [-16.425, -14.961, 12.597], [-7.150, -18.936, 15.605], [-6.771, -17.358, 15.101], [-6.786, -18.643, 13.894], [-8.594, -16.838, 16.281], [-11.027, -16.074, 15.988], [-11.254, -18.305, 12.373], [-8.969, -19.133, 12.813], [-13.590, -16.804, 15.696], [-15.923, -16.013, 14.787], [-14.400, -14.950, 11.211], [-12.270, -15.990, 11.617], [-17.047, -15.846, 12.733], [-16.362, -14.536, 11.596], [-16.719, -14.150, 13.264], [-6.332, -19.453, 27.127], [-6.002, -19.955, 25.804], [-5.431, -21.160, 25.672], [-4.898, -21.499, 24.367], [-5.081, -20.616, 23.258], [-5.844, -19.466, 23.480], [-6.217, -19.090, 24.732], [-4.505, -20.868, 21.916], [-4.538, -22.137, 21.342], [-4.149, -22.366, 19.991], [-3.733, -21.365, 19.206], [-3.682, -20.105, 19.717], [-4.065, -19.864, 21.083], [-3.511, -21.661, 17.790], [-6.717, -20.221, 27.798], [-7.044, -18.645, 26.957], [-5.410, -19.085, 27.576], [-5.277, -21.680, 26.607], [-4.376, -22.441, 24.280], [-6.038, -18.837, 22.624], [-6.556, -18.094, 24.975], [-4.884, -22.999, 21.892], [-4.187, -23.411, 19.722], [-3.260, -19.353, 19.067], [-4.147, -18.842, 21.422], [-2.459, -21.433, 17.622], [-4.279, -21.091, 17.267], [-3.593, -22.724, 17.562], [1.601, -21.331, 19.020], [1.188, -20.642, 20.288], [-0.095, -20.566, 20.577], [-0.423, -20.054, 21.826], [0.558, -19.804, 22.840], [1.850, -20.044, 22.475], [2.188, -20.384, 21.163], [0.286, -19.450, 24.216], [0.928, -20.037, 25.326], [0.548, -19.652, 26.656], [-0.325, -18.609, 26.900], [-0.891, -17.974, 25.786], [-0.641, -18.471, 24.494], [-0.424, -18.014, 28.180], [1.965, -22.316, 19.312], [2.253, -20.664, 18.455], [0.722, -21.324, 18.375], [-0.750, -21.124, 19.924], [-1.478, -20.051, 22.058], [2.608, -19.835, 23.216], [3.164, -20.471, 20.709], [1.707, -20.776, 25.213], [0.995, -20.095, 27.534], [-1.442, -17.056, 25.927], [-1.058, -17.901, 23.677], [-0.369, -18.686, 29.036], [-1.348, -17.442, 28.259], [0.411, -17.320, 28.274], [-0.934, -23.148, 18.646], [-1.137, -24.335, 19.805], [0.080, -25.050, 20.280], [-2.358, -25.126, 19.665], [-1.437, -23.326, 21.026], [-0.630, -24.092, 17.559], [-1.628, -25.106, 17.147], [0.749, -24.605, 17.529], [-0.515, -22.985, 16.461], [-6.664, -16.853, 17.605], [-7.032, -18.189, 18.566], [-7.041, -17.837, 19.981], [-6.670, -19.562, 18.198], [-8.605, -18.211, 18.302], [-5.146, -17.123, 17.692], [-4.567, -18.023, 16.695], [-4.514, -17.016, 18.992], [-4.776, -15.706, 17.057], [-7.665, -20.367, 11.034], [-9.023, -20.207, 10.060], [-8.815, -20.416, 8.640], [-9.966, -19.177, 10.485], [-9.792, -21.561, 10.408], [-6.883, -19.362, 10.326], [-7.381, -17.986, 10.324], [-6.039, -19.828, 9.181], [-5.829, -19.187, 11.528], [0.070, -15.531, 18.882], [1.290, -16.709, 18.767], [1.317, -17.499, 17.546], [1.684, -17.427, 19.947], [2.439, -15.640, 18.562], [-1.049, -16.385, 18.813], [-1.300, -17.551, 19.725], [-1.776, -16.391, 17.542], [-2.050, -15.333, 19.555], [-1.746, -20.219, 14.513], [-1.277, -19.247, 15.493], [-1.887, -19.041, 16.787], [-0.504, -18.191, 14.855], [-0.032, -20.188, 15.993], [-3.237, -19.344, 14.128], [-3.189, -17.890, 13.903], [-4.524, -19.976, 14.525], [-3.298, -19.900, 12.557]], "lowdin_charge": [-0.033, -0.147, -0.044, 0.038, 0.049, -0.088, 0.004, 0.005, 0.082, 0.082, 0.085, 0.104, 0.112, 0.107, 0.101, 0.176, 0.126, 0.088, 0.087, -0.068, -0.136, -0.022, -0.011, -0.009, -0.053, 0.033, 0.010, 0.088, 0.091, 0.071, 0.130, 0.142, 0.133, 0.115, 0.158, 0.106, 0.076, 0.123, 0.035, -0.075, 0.043, 0.058, -0.095, 0.056, 0.031, -0.085, 0.053, 0.017, -0.078, 0.049, 0.081, 0.019, 0.129, 0.114, 0.124, 0.157, 0.097, 0.135, 0.165, 0.124, 0.158, 0.113, 0.122, 0.080, 0.112, 0.106, 0.031, -0.071, 0.034, 0.053, -0.150, 0.083, 0.053, -0.110, 0.031, 0.078, -0.064, 0.026, 0.068, 0.053, 0.108, 0.117, 0.075, 0.152, 0.137, 0.144, 0.157, 0.141, 0.162, 0.148, 0.107, 0.119, 0.112, 0.108, 0.004, -0.034, 0.016, 0.042, -0.121, 0.057, 0.061, -0.130, 0.090, 0.065, -0.113, 0.032, 0.055, 0.052, 0.103, 0.063, 0.098, 0.097, 0.133, 0.123, 0.112, 0.136, 0.160, 0.155, 0.120, 0.130, 0.118, 0.128, 0.028, -0.098, 0.054, 0.090, -0.107, 0.044, 0.050, -0.156, 0.068, 0.018, -0.047, 0.059, 0.045, 0.031, 0.124, 0.112, 0.115, 0.154, 0.126, 0.132, 0.153, 0.136, 0.137, 0.121, 0.132, 0.073, 0.110, 0.109, 0.057, -0.050, 0.003, 0.090, -0.126, 0.046, 0.038, -0.151, 0.085, 0.077, -0.089, 0.067, 0.040, 0.002, 0.127, 0.094, 0.072, 0.114, 0.112, 0.137, 0.147, 0.136, 0.154, 0.149, 0.140, 0.126, 0.115, 0.131, -0.292, 0.610, -0.251, -0.268, -0.212, 0.379, -0.285, -0.292, -0.205, -0.258, 0.559, -0.288, -0.290, -0.188, 0.429, -0.308, -0.256, -0.182, -0.269, 0.580, -0.245, -0.287, -0.159, 0.410, -0.293, -0.327, -0.232, -0.218, 0.577, -0.287, -0.296, -0.172, 0.407, -0.341, -0.283, -0.216, -0.251, 0.359, -0.269, -0.288, -0.251, 0.691, -0.253, -0.298, -0.260]}

=====

Record 2
{"formula": "C20H56N2O8", "method": "the ωB97M-V functional and the def2-TZVPD basis", "homo_energy_ev": -8.7968, "smiles": "NC(N)=O.CC(C)O.CC(C)O.CC(C)O.CC(C)O.CC(C)O.CC(C)O.CO", "de_lowest_kj_mol": 490.2, "homo_lumo_gap_ha": 0.3396, "fmax_ha_per_bohr": 0.2323, "total_energy_ha": -1506.7599, "species": ["N", "C", "N", "O", "H", "H", "H", "H", "C", "C", "C", "O", "H", "H", "H", "H", "H", "H", "H", "H", "C", "C", "C", "O", "H", "H", "H", "H", "H", "H", "H", "H", "C", "C", "C", "O", "H", "H", "H", "H", "H", "H", "H", "H", "C", "C", "C", "O", "H", "H", "H", "H", "H", "H", "H", "H", "C", "C", "C", "O", "H", "H", "H", "H", "H", "H", "H", "H", "C", "C", "C", "O", "H", "H", "H", "H", "H", "H", "H", "H", "C", "O", "H", "H", "H", "H"], "coordinates": [[-2.755, 0.351, -0.892], [-2.293, 1.462, -1.378], [-1.114, 1.226, -1.908], [-3.037, 2.669, -1.470], [-3.726, 0.528, -0.559], [-2.286, -0.563, -0.630], [-0.732, 2.113, -2.279], [-0.686, 0.313, -2.021], [-0.696, 4.967, -0.972], [-0.495, 4.663, -2.468], [0.410, 5.669, -3.244], [0.019, 3.515, -2.664], [0.206, 4.876, -0.325], [-1.496, 4.314, -0.639], [-1.099, 6.019, -0.919], [-1.475, 4.640, -2.998], [1.390, 5.851, -2.838], [-0.079, 6.649, -3.163], [0.430, 5.498, -4.355], [0.258, 3.492, -3.622], [1.863, -3.382, -0.892], [3.336, -2.929, -1.100], [3.693, -1.699, -0.266], [4.118, -3.889, -0.905], [1.724, -3.765, 0.159], [1.510, -4.190, -1.471], [1.139, -2.522, -0.957], [3.294, -2.597, -2.168], [4.723, -1.483, -0.374], [3.681, -2.001, 0.810], [3.174, -0.727, -0.373], [4.432, -4.185, -1.787], [-4.139, 0.609, 2.096], [-5.188, 1.351, 1.266], [-4.827, 2.856, 1.318], [-5.264, 0.967, 0.054], [-4.162, 0.884, 3.159], [-3.068, 0.741, 1.813], [-4.266, -0.467, 2.061], [-6.161, 1.320, 1.645], [-3.954, 3.089, 0.743], [-4.775, 3.194, 2.381], [-5.599, 3.476, 0.845], [-5.784, 1.558, -0.472], [0.993, -4.502, 2.641], [1.318, -5.689, 3.521], [0.048, -6.158, 4.250], [1.768, -6.612, 2.840], [0.433, -3.799, 3.314], [0.555, -4.783, 1.734], [1.863, -3.909, 2.395], [2.122, -5.360, 4.186], [0.202, -7.171, 4.762], [-0.778, -6.317, 3.604], [-0.435, -5.400, 4.866], [2.547, -6.217, 2.300], [2.203, 0.714, -2.967], [2.648, 1.771, -1.922], [3.220, 3.035, -2.509], [1.695, 2.095, -1.188], [3.050, 0.421, -3.512], [1.515, 1.146, -3.681], [1.939, -0.235, -2.482], [3.408, 1.237, -1.279], [3.689, 3.741, -1.854], [2.424, 3.486, -3.159], [3.942, 2.766, -3.356], [1.178, 2.675, -1.727], [-0.096, 1.328, 1.706], [0.843, 0.337, 1.071], [1.008, -0.936, 1.973], [0.486, -0.073, -0.027], [0.311, 1.585, 2.702], [-1.062, 0.831, 1.783], [-0.238, 2.202, 1.079], [1.839, 0.730, 0.939], [0.122, -1.143, 2.515], [1.806, -0.644, 2.659], [1.309, -1.831, 1.386], [0.220, 0.640, -0.624], [-1.568, -2.616, 0.884], [-1.335, -1.956, -0.290], [-2.400, -3.250, 0.628], [-1.844, -1.897, 1.606], [-0.709, -3.220, 1.178], [-0.481, -1.479, -0.182]], "lowdin_charge": [0.176, -0.554, 0.148, -0.147, 0.080, 0.102, 0.074, 0.121, -0.013, -0.567, -0.039, -0.099, 0.094, 0.048, 0.099, 0.153, 0.071, 0.077, 0.098, 0.151, -0.023, -0.634, -0.027, 0.032, 0.061, 0.062, 0.074, 0.143, 0.061, 0.094, 0.062, 0.148, -0.035, -0.577, -0.043, -0.007, 0.086, 0.056, 0.071, 0.117, 0.047, 0.090, 0.079, 0.124, -0.071, -0.679, -0.035, 0.010, 0.105, 0.054, 0.065, 0.139, 0.108, 0.058, 0.074, 0.178, -0.015, -0.622, -0.024, -0.009, 0.055, 0.078, 0.074, 0.149, 0.080, 0.075, 0.106, 0.042, 0.003, -0.638, -0.015, -0.052, 0.102, 0.059, 0.078, 0.123, 0.053, 0.090, 0.057, 0.068, -0.153, -0.155, 0.094, 0.065, 0.056, 0.038]}